(1)
Here is a 3-piece molecular cluster, C26H39BBr2F4N2O9P overall in a non-equilibrium geometry from the OMol25 dataset. Energies are from ωB97M-V with the def2-TZVPD basis set.

Each line ends with the Löwdin charge.
Cartesian coordinates (Å):
C1 -3.00 1.42 5.81  -0.119
O1 -1.57 1.13 5.62  -0.191
C2 -1.35 0.41 4.32  -0.174
O2 -0.60 -0.84 4.58  -0.063
C3 0.62 -0.91 3.72  -0.280
O3 1.73 -0.22 3.99  0.062
C4 0.59 -1.84 2.36  0.005
C5 0.74 -3.50 2.40  -0.409
Br1 0.95 -4.21 4.26  0.764
C6 0.69 -4.40 0.99  -0.008
C7 0.89 -6.00 1.25  -0.155
C8 -0.59 -6.78 1.11  -0.140
C9 -1.88 -5.91 1.69  -0.037
C10 -3.38 -6.58 1.64  -0.047
C11 -3.49 -8.11 1.03  -0.027
C12 -2.23 -8.99 0.44  -0.165
C13 -2.41 -10.54 -0.13  -0.115
C14 -0.72 -8.31 0.48  0.014
N1 0.46 -3.78 -0.41  0.096
C15 0.34 -4.57 -1.69  -0.173
F1 0.68 -6.00 -1.68  0.027
F2 1.32 -4.11 -2.76  0.017
C16 -1.23 -4.61 -2.29  -0.005
F3 -1.31 -3.92 -3.63  -0.028
F4 -2.21 -4.01 -1.31  -0.032
C17 0.27 -2.25 -0.45  0.097
B1 -0.05 -1.35 -1.83  -0.498
N2 1.07 -0.83 -2.76  0.112
O4 -1.48 -1.11 -2.13  0.043
C18 0.35 -1.25 0.85  -0.219
P1 0.15 0.68 0.79  0.676
O5 -1.43 1.10 0.10  -0.382
Br2 1.83 1.61 -0.51  0.314
H1 -3.21 1.73 6.93  0.117
H2 -3.65 0.47 5.59  0.103
H3 -3.34 2.28 5.05  0.113
H4 -2.36 0.13 3.78  0.156
H5 -0.72 1.09 3.59  0.124
H6 1.72 -6.50 0.55  0.140
H7 1.25 -6.30 2.33  0.097
H8 -1.81 -4.83 2.16  0.082
H9 -4.31 -5.95 2.05  0.104
H10 -4.58 -8.59 1.04  0.101
H11 -1.88 -10.70 -1.18  0.088
H12 -3.55 -10.78 -0.26  0.080
H13 -1.92 -11.35 0.59  0.096
H14 0.26 -8.84 0.10  0.107
H15 -1.61 -5.70 -2.48  0.192
H16 1.99 -1.07 -2.32  0.071
H17 0.98 -1.23 -3.72  0.102
H18 -1.67 -0.12 -2.19  0.115
H19 -1.35 2.02 -0.33  0.067
C19 0.57 6.41 -3.33  -0.107
O6 -0.46 5.91 -4.17  -0.187
C20 -0.58 4.49 -4.09  -0.191
C21 -1.76 4.07 -3.21  -0.191
O7 -1.52 4.42 -1.84  -0.222
C22 -2.23 5.60 -1.46  -0.101
H20 0.45 7.50 -3.25  0.098
H21 0.52 5.99 -2.32  0.080
H22 1.55 6.20 -3.77  0.081
H23 0.36 4.04 -3.74  0.122
H24 -0.76 4.13 -5.11  0.126
H25 -1.85 2.98 -3.24  0.112
H26 -2.70 4.50 -3.57  0.129
H27 -3.30 5.36 -1.34  0.090
H28 -2.11 6.41 -2.18  0.089
H29 -1.84 5.94 -0.49  0.092
C23 3.64 8.13 -0.23  -0.103
O8 2.95 7.03 -0.82  -0.204
C24 3.85 6.10 -1.44  -0.189
C25 4.06 4.87 -0.55  -0.203
O9 4.77 5.21 0.65  -0.190
C26 3.91 5.31 1.77  -0.105
H30 2.94 8.67 0.41  0.091
H31 4.49 7.80 0.38  0.085
H32 3.99 8.81 -1.01  0.090
H33 4.80 6.58 -1.69  0.130
H34 3.37 5.78 -2.37  0.105
H35 4.69 4.15 -1.10  0.123
H36 3.11 4.38 -0.32  0.074
H37 3.61 4.31 2.10  0.084
H38 3.02 5.91 1.56  0.083
H39 4.46 5.79 2.58  0.093

total charge	+1
calculated total energy	-209893.640	eV
F_max	9.3	eV Å⁻¹
gap between HOMO and LUMO	5.1000	eV

---

(2)
Here is a 6-piece molecular cluster, C26H39F5N3O19P2 overall in a non-equilibrium geometry from the OMol25 dataset. Energies are from ωB97M-V with the def2-TZVPD basis set.

Each line ends with the Löwdin charge.
Cartesian coordinates (Å):
C1 -3.21 -0.32 1.13  0.013
C2 -2.08 0.38 0.68  -0.241
P1 -0.48 1.21 0.03  0.349
C3 -1.19 1.49 -1.74  -0.308
C4 -2.82 1.16 -1.88  -0.180
C5 1.24 1.96 -0.38  -0.309
C6 1.38 2.84 -1.72  -0.210
O1 2.73 3.51 -1.67  -0.170
C7 3.71 2.80 -2.49  -0.168
O2 3.79 3.07 -3.79  -0.059
C8 -1.26 2.86 0.54  -0.355
O3 -0.39 4.02 0.67  -0.190
N1 -0.80 4.65 1.81  -0.071
O4 0.10 5.33 2.28  -0.016
N2 0.27 -0.35 -0.36  -0.262
C9 -0.40 -1.35 -1.14  -0.286
C10 0.33 -1.62 -2.63  -0.232
C11 1.89 -1.18 -2.69  -0.138
P2 0.29 1.05 2.11  0.630
N3 -0.70 0.23 3.09  -0.353
H1 -4.34 -0.70 1.23  0.041
H2 -0.55 1.02 -2.60  0.072
H3 -1.27 2.66 -2.02  0.090
H4 -3.49 1.85 -1.19  0.058
H5 -3.10 0.04 -1.88  0.041
H6 -3.08 1.54 -2.99  0.077
H7 1.73 2.57 0.53  0.087
H8 2.03 1.07 -0.51  0.091
H9 0.61 3.74 -1.74  0.133
H10 1.39 2.23 -2.73  0.117
H11 4.36 1.95 -2.00  0.153
H12 -2.18 3.22 -0.13  0.113
H13 -1.74 2.69 1.62  0.094
H14 0.96 -0.65 0.37  0.062
H15 -0.25 -2.40 -0.59  0.111
H16 -1.53 -1.31 -1.38  0.089
H17 -0.35 -1.05 -3.43  0.098
H18 0.16 -2.78 -2.86  0.079
H19 2.41 -1.43 -1.67  0.078
H20 1.95 -0.05 -3.01  0.059
H21 2.40 -1.81 -3.56  0.075
H22 1.65 0.50 2.14  -0.009
H23 0.43 2.41 2.61  -0.014
H24 -0.14 -0.59 3.44  -0.050
C12 6.27 3.93 1.03  -0.068
C13 7.70 3.53 1.12  -0.334
O5 7.64 2.12 1.15  0.135
C14 6.52 1.80 0.45  -0.505
O6 6.28 0.68 0.02  0.141
O7 5.70 2.88 0.28  0.065
F1 8.24 3.96 2.29  0.077
H25 5.78 3.99 2.01  0.152
H26 6.14 4.89 0.52  0.150
H27 8.32 3.86 0.28  0.177
C15 -8.01 2.54 1.33  -0.085
C16 -7.11 1.89 2.34  -0.330
O8 -6.35 0.99 1.57  0.124
C17 -6.28 1.54 0.33  -0.486
O9 -5.49 1.20 -0.53  0.128
O10 -7.21 2.54 0.17  0.074
F2 -7.83 1.19 3.24  0.075
H28 -8.92 1.96 1.15  0.146
H29 -8.29 3.55 1.62  0.141
H30 -6.44 2.59 2.85  0.181
C18 0.13 -6.77 -3.16  -0.073
C19 1.37 -6.36 -2.44  -0.329
O11 1.03 -5.12 -1.87  0.142
C20 -0.31 -5.20 -1.65  -0.489
O12 -0.93 -4.44 -0.92  0.120
O13 -0.89 -6.23 -2.34  0.070
F3 2.39 -6.16 -3.32  0.082
H31 0.06 -6.34 -4.16  0.152
H32 0.04 -7.86 -3.24  0.144
H33 1.69 -7.06 -1.66  0.177
C21 -3.75 -4.55 -1.97  -0.078
C22 -4.26 -3.16 -1.81  -0.321
O14 -5.66 -3.30 -1.91  0.141
C23 -5.92 -4.56 -1.45  -0.506
O15 -7.02 -4.95 -1.12  0.127
O16 -4.78 -5.32 -1.39  0.075
F4 -3.84 -2.37 -2.82  0.075
H34 -3.63 -4.84 -3.02  0.149
H35 -2.80 -4.71 -1.45  0.102
H36 -4.00 -2.69 -0.85  0.171
C24 4.97 -0.10 4.37  -0.077
C25 4.94 0.45 5.75  -0.337
O17 3.86 1.36 5.71  0.140
C26 3.01 0.86 4.77  -0.500
O18 1.84 1.21 4.65  0.104
O19 3.61 -0.09 3.99  0.060
F5 6.06 1.14 6.02  0.073
H37 5.55 0.52 3.67  0.143
H38 5.38 -1.12 4.34  0.145
H39 4.76 -0.30 6.53  0.175

total charge	-1
calculated total energy	-103118.149	eV
F_max	11.6	eV Å⁻¹
gap between HOMO and LUMO	5.5154	eV

---

(3)
Here is C26H39GaIN2O5SSi as an isolated structure in a non-equilibrium geometry from the OMol25 dataset. Energies are from ωB97M-V with the def2-TZVPD basis set.

Each line ends with the Löwdin charge.
Cartesian coordinates (Å):
Ga1 -0.70 -0.69 -0.70  0.176
C1 2.75 0.41 -3.38  -0.004
C2 1.41 0.65 -3.98  -0.243
N1 1.33 1.00 -5.23  0.140
C3 0.14 1.19 -5.81  -0.085
C4 -1.06 0.94 -5.19  -0.127
C5 -2.36 1.13 -5.93  -0.203
O1 -3.20 0.00 -5.90  -0.055
C6 -1.03 0.54 -3.82  -0.058
C7 -2.23 0.24 -3.13  -0.011
N2 -2.43 -0.01 -1.86  0.050
C8 -3.77 0.00 -1.44  -0.312
C9 -4.71 0.81 -2.09  -0.009
C10 -6.04 0.81 -1.74  -0.049
C11 -6.49 0.02 -0.69  -0.058
C12 -5.57 -0.72 0.04  -0.138
C13 -4.24 -0.71 -0.33  -0.549
I1 -2.90 -1.82 0.90  1.205
C14 0.24 0.47 -3.18  -0.222
O2 0.35 0.23 -1.90  -0.077
H1 3.45 0.17 -4.17  0.090
H2 2.70 -0.41 -2.66  0.070
H3 3.10 1.30 -2.86  0.089
H4 0.18 1.53 -6.83  0.120
H5 -2.15 1.44 -6.96  0.128
H6 -2.93 1.94 -5.45  0.132
H7 -2.87 -0.67 -6.50  0.108
H8 -3.11 0.22 -3.78  0.118
H9 -4.37 1.47 -2.88  0.117
H10 -6.73 1.43 -2.28  0.118
H11 -7.53 0.00 -0.42  0.117
H12 -5.89 -1.30 0.89  0.099
C15 0.84 2.15 2.54  -0.002
C16 -0.16 1.75 1.47  -0.591
C17 -0.11 2.70 0.28  -0.006
C18 -1.58 1.69 2.04  -0.015
O3 0.14 0.43 0.94  -0.233
Si1 1.06 -0.81 1.62  -0.075
S1 0.69 -2.29 0.07  0.524
O4 2.60 -0.48 1.87  -0.116
C19 3.87 -0.48 1.17  -0.610
C20 3.97 -1.69 0.25  -0.050
C21 3.98 0.81 0.37  -0.012
C22 4.93 -0.55 2.27  -0.015
O5 0.30 -1.12 2.99  -0.139
C23 0.62 -2.00 4.08  -0.618
C24 1.39 -3.22 3.58  -0.028
C25 1.47 -1.21 5.08  -0.010
C26 -0.72 -2.41 4.69  -0.016
H13 0.62 3.16 2.88  0.105
H14 1.85 2.14 2.14  0.083
H15 0.80 1.48 3.39  0.085
H16 -0.35 3.71 0.60  0.101
H17 -0.83 2.39 -0.47  0.079
H18 0.88 2.69 -0.16  0.095
H19 -1.86 2.65 2.46  0.100
H20 -1.64 0.93 2.82  0.086
H21 -2.28 1.44 1.24  0.070
H22 3.31 -1.58 -0.61  0.041
H23 3.68 -2.59 0.79  0.082
H24 4.99 -1.81 -0.09  0.097
H25 3.10 0.94 -0.25  0.073
H26 4.86 0.77 -0.27  0.098
H27 4.07 1.67 1.03  0.087
H28 4.84 -1.48 2.83  0.088
H29 4.83 0.28 2.95  0.090
H30 5.92 -0.53 1.82  0.093
H31 2.34 -2.91 3.15  0.075
H32 0.81 -3.74 2.82  0.078
H33 1.58 -3.90 4.41  0.099
H34 2.35 -0.82 4.58  0.081
H35 1.78 -1.87 5.89  0.095
H36 0.90 -0.39 5.50  0.090
H37 -1.33 -2.90 3.94  0.075
H38 -1.25 -1.53 5.05  0.089
H39 -0.55 -3.09 5.52  0.094

total charge	+1
calculated total energy	-120003.806	eV
F_max	1.6	eV Å⁻¹
ΔE to the lowest compared entry with this formula, charge and spin	11.38	kcal per mole
gap between HOMO and LUMO	7.3446	eV

---

> gap between HOMO and LUMO of number 2 (C26H39F5N3O19P2)?

5.5154 eV

---

> calculated total energy of number 3 (C26H39GaIN2O5SSi)?

-120003.806 eV

---

> Look up the gap between HOMO and LUMO of the first one.

5.1000 eV